1.
Formula: C20H50BeN2O4Si2
Source: the OMol25 dataset
Level of theory: ωB97M-V with the def2-TZVPD basis set

ORCA input file:
```
! wB97M-V def2-TZVPD RIJCOSX def2/J DEFGRID3
* xyz 0 1
O -0.66760 0.55401 -2.69502
O 0.41973 -4.66017 -0.49367
C -2.04702 0.05752 -2.70284
C -2.70880 0.39189 -4.02753
H -2.53074 0.60659 -1.88951
H -2.06128 -1.01881 -2.44652
H -2.73568 1.49639 -4.14484
H -3.70831 -0.06966 -4.04646
H -2.11634 -0.07915 -4.82691
C 0.38248 -0.43322 -2.74419
C 0.00462 -1.81553 -3.26202
H 0.77320 -0.45331 -1.70948
H 1.18047 -0.00674 -3.38572
H -0.35462 -2.45543 -2.45551
H 0.90213 -2.29044 -3.66249
H -0.75142 -1.76583 -4.04980
C 1.55959 -4.18306 0.22195
C -0.60075 -5.12173 0.39324
C 2.74142 -3.97003 -0.71036
H 1.85823 -4.95569 0.94901
H 1.32434 -3.27010 0.80387
H 2.99439 -4.94102 -1.16179
H 3.58003 -3.59963 -0.10380
H 2.51059 -3.25928 -1.51605
C -1.53431 -6.06349 -0.34856
H -1.13925 -4.27052 0.85908
H -0.12482 -5.70962 1.19791
H -1.86412 -5.66460 -1.31418
H -2.40804 -6.24431 0.28391
H -0.99591 -7.00809 -0.51647
H -0.82168 -0.63814 2.21231
Be -0.14377 2.46300 -0.87025
C -1.57465 -1.37921 2.04299
Si -1.97796 -1.37034 3.90973
H -2.30576 -0.98747 1.32305
H -1.21998 -2.37248 1.71580
C -3.54259 -2.37301 4.06988
C -2.21327 0.45619 4.37402
C -0.35258 -2.02367 4.69143
C 0.56895 2.95948 -2.31040
Si 2.46387 2.81150 -2.37343
H 0.32371 4.03628 -2.47549
H 0.18381 2.36321 -3.16634
C 3.00748 2.85236 -4.20509
C 3.15035 1.22813 -1.62344
C 3.24311 4.22492 -1.40375
H -0.06835 -3.00344 4.26844
H -0.41734 -2.14818 5.78420
H 0.50277 -1.34743 4.49538
H -4.31725 -1.90240 3.44262
H -3.90455 -2.41948 5.10607
H -3.39026 -3.39485 3.68976
H -2.52007 1.03974 3.48769
H -1.28866 0.92464 4.75404
H -2.99905 0.55739 5.13913
H 2.86794 0.34267 -2.20800
H 2.78619 1.08950 -0.58809
H 4.24841 1.30103 -1.61345
H 4.33063 4.05129 -1.37266
H 2.86204 4.25435 -0.36938
H 3.04850 5.19338 -1.89168
H 4.02949 3.26325 -4.27478
H 2.32967 3.47548 -4.81455
H 3.01279 1.82432 -4.60957
C -1.04703 4.88846 2.22351
C -0.50355 3.89885 1.25521
N -1.10715 3.50793 0.11612
O -2.14184 4.40285 -0.29522
C 0.62877 3.11100 1.51305
C 1.49388 3.15649 2.72306
N 0.70409 2.07332 0.60389
O 1.50667 1.09489 0.83841
H -1.83043 5.50338 1.78264
H -0.27980 5.56254 2.63061
H -1.49042 4.35068 3.07519
H -2.89560 3.79786 -0.47595
H 1.41026 2.21470 3.29137
H 2.56169 3.31537 2.48662
H 1.20629 3.97275 3.40006
*
```

Summary:
**Gap between HOMO and LUMO**: 7.51 eV


2.
Formula: C4H7NO2
Source: the OMol25 dataset
Level of theory: ωB97M-V with the def2-TZVPD basis set

ORCA input file:
```
! wB97M-V def2-TZVPD RIJCOSX def2/J DEFGRID3
* xyz 0 1
O 2.13827 -0.27583 0.12986
C 1.12754 0.19105 -0.71602
C -0.25673 -0.00786 -0.08308
C -0.53856 -1.36109 1.06386
N -0.25914 0.02855 1.35325
C -1.37348 0.80749 -0.71664
O -2.30622 1.24804 -0.08915
H 1.86894 0.00500 1.02299
H 1.23903 1.27617 -0.91623
H 1.22166 -0.32860 -1.67739
H 0.43425 -1.86922 0.96389
H -0.91626 -1.20270 -0.18240
H -1.11773 0.48798 1.65157
H -1.26160 1.00103 -1.80451
*
```

Summary:
**Gap between HOMO and LUMO**: 9.10 eV


3.
Formula: C12F36KLiN6O24S12
Source: the OMol25 dataset
Level of theory: ωB97M-V with the def2-TZVPD basis set

ORCA input file:
```
! wB97M-V def2-TZVPD RIJCOSX def2/J DEFGRID3
* xyz -4 1
K 0.78605 -0.41338 -0.89708
Li -3.64034 -2.16180 0.49541
C 5.62317 2.65548 0.76441
F 4.52048 1.97726 0.40759
F 5.52245 3.31384 1.95186
F 6.68002 1.83247 0.80489
S 5.84005 4.01376 -0.64229
O 5.12249 3.57520 -1.82272
O 5.30061 5.25709 -0.06793
N 7.57165 3.85883 -1.04905
S 8.50871 4.42001 0.09900
O 7.92702 4.55958 1.45793
O 9.66126 3.51814 0.14578
C 8.90279 6.34525 -0.46598
F 8.57865 7.16376 0.53732
F 10.16224 6.48828 -0.87624
F 8.13160 6.63326 -1.48579
C -4.17009 0.66482 -2.34624
F -3.11767 0.85188 -3.23938
F -5.14410 1.55859 -2.48492
F -4.62949 -0.59826 -2.49750
S -3.54717 0.82683 -0.48078
O -2.11009 0.38155 -0.49078
O -3.65624 2.21172 -0.18894
N -4.50880 -0.26149 0.42536
S -5.67819 0.59001 0.90572
O -5.54652 1.64541 1.93082
O -6.42263 0.99865 -0.29042
C -6.85800 -0.75141 1.72735
F -6.20864 -1.40554 2.75343
F -7.85767 -0.01208 2.22128
F -7.34067 -1.76048 0.93788
C -0.90340 -5.24457 0.64609
F 0.28911 -5.83544 0.56111
F -1.74670 -6.27901 0.66075
F -0.98827 -4.70667 1.87259
S -1.14109 -3.91897 -0.81365
O -0.40098 -2.72168 -0.37665
O -0.49123 -4.37704 -2.08521
N -2.85834 -3.53433 -0.61484
S -3.41781 -4.17086 -1.90419
O -3.33941 -3.26169 -3.07759
O -2.88213 -5.51467 -2.19235
C -5.38108 -4.31547 -1.51915
F -5.81093 -3.17736 -1.02337
F -6.04683 -4.58895 -2.59610
F -5.65930 -5.24158 -0.55115
C -4.85268 -4.61166 2.80519
F -5.98191 -4.08391 2.31888
F -5.39843 -5.45153 3.77652
F -4.09203 -5.23311 1.89409
S -3.63442 -3.37018 3.64462
O -4.41754 -2.74149 4.68178
O -2.44023 -4.05452 4.17054
N -3.16741 -2.28815 2.38917
S -2.68416 -1.02561 3.12004
O -2.84912 0.29622 2.53931
O -2.82072 -0.88203 4.55577
C -0.71481 -1.16996 2.87835
F -0.28616 -2.44772 3.02121
F -0.53859 -0.73105 1.64672
F -0.00887 -0.39212 3.76650
C 1.74133 3.95185 3.61499
F 1.20388 4.97032 4.32111
F 2.80341 4.34775 2.83201
F 2.18003 3.09222 4.57937
S 0.63950 2.81148 2.48906
O 1.64315 1.83063 1.94155
O -0.51237 2.31870 3.24460
N -0.00907 4.00119 1.37477
S 0.81694 3.68193 0.04719
O 2.20379 4.05756 0.15879
O 0.59961 2.36972 -0.58316
C 0.21408 4.81402 -1.36707
F 0.71379 4.41751 -2.51307
F -1.17293 4.85188 -1.28051
F 0.67381 5.98800 -1.08736
C 1.34302 -0.97558 -5.29082
F 0.44443 -0.22359 -5.83290
F 0.67574 -1.95041 -4.56196
F 1.85283 -1.62178 -6.34828
S 2.52569 -0.00595 -4.15869
O 3.73550 0.00111 -4.96587
O 1.94919 1.33662 -3.92063
N 2.53496 -0.97776 -2.79159
S 3.83011 -1.56521 -2.73489
O 3.91962 -2.53604 -3.83277
O 4.98719 -0.73167 -2.51667
C 3.70433 -2.63136 -1.06908
F 3.49803 -1.73478 -0.16045
F 2.71015 -3.50698 -1.03901
F 4.81262 -3.28340 -0.98330
*
```

Summary:
**Gap between HOMO and LUMO**: 7.12 eV


4.
Formula: C29H33CaN7O8S3Se
Source: the OMol25 dataset
Level of theory: ωB97M-V with the def2-TZVPD basis set

ORCA input file:
```
! wB97M-V def2-TZVPD RIJCOSX def2/J DEFGRID3
* xyz -2 1
Ca 1.07594 -0.34472 -0.14640
C -1.81606 6.94485 3.33348
O -1.93571 6.51144 4.66972
C -1.07683 5.52159 5.09558
C -0.03898 4.99781 4.33482
C 0.75158 3.98764 4.84076
C 0.54426 3.47685 6.13043
C -0.47629 4.05315 6.90422
C -1.27575 5.05012 6.39488
N 1.36993 2.57719 6.76650
N 2.07072 1.66430 6.25822
C 2.03504 1.10742 5.02132
C 3.24779 0.48246 4.66509
C 3.47984 -0.08562 3.44155
C 2.48233 -0.11429 2.42832
O 2.62990 -0.67396 1.31655
C 1.20504 0.49773 2.78442
N 0.26808 0.46570 1.82880
C -0.94023 0.90180 2.09328
C -1.32994 1.29159 3.37700
C -0.38679 1.33523 4.37393
C 0.95305 1.02165 4.07876
H -2.64516 7.63871 3.17721
H -1.87774 6.11360 2.62289
H -0.86795 7.47161 3.17152
H 0.13341 5.33194 3.32479
H 1.55631 3.60667 4.23071
H -0.64040 3.67551 7.90425
H -2.07423 5.47792 6.98631
H 4.03994 0.51199 5.40345
H 4.44389 -0.52656 3.22146
H -1.63924 0.88335 1.26938
H -2.35853 1.55531 3.57885
H -0.67941 1.57944 5.38550
C -0.14274 -3.85354 -1.78105
C -0.48729 -2.80297 -0.72643
C -1.55791 -3.28398 0.25412
O 0.67290 -2.48308 0.02967
C -1.11326 -1.53779 -1.38883
O -1.87829 -1.70014 -2.33388
O -0.87307 -0.45113 -0.79050
H 0.15947 -4.79212 -1.30853
H 0.68175 -3.46855 -2.38187
H -0.99883 -4.02131 -2.43270
H -1.28512 -4.23487 0.71233
H -2.50576 -3.38484 -0.26870
H -1.66155 -2.52624 1.02976
H 1.33012 -2.22023 -0.64510
C -3.56760 3.50984 -0.58770
N -2.34323 3.01051 -1.12899
C -2.18174 2.28222 -2.28975
C -0.87084 1.98491 -2.40386
N -0.22972 2.54487 -1.33078
C -1.12970 3.15083 -0.53095
S -0.86551 4.03988 0.85614
H -4.31502 2.71483 -0.54047
H -3.95185 4.33582 -1.19405
H -3.35099 3.87423 0.41864
H -3.01542 2.00686 -2.90006
H -0.32140 1.45043 -3.15684
H 0.73797 2.29224 -1.10635
O 4.06429 0.03689 -2.05698
S 2.62401 0.18698 -2.16045
O 1.91896 -1.11705 -1.93667
O 2.10072 1.13257 -1.10835
S 2.12373 0.88959 -3.92142
C -5.45905 1.31889 1.97279
N -6.03997 0.60000 0.87758
C -7.38381 0.44659 0.64091
C -7.51912 -0.27976 -0.48997
N -6.26153 -0.56727 -0.95231
C -5.94700 -1.30823 -2.13758
C -5.32730 -0.03012 -0.10895
Se -3.51802 -0.15511 -0.31259
H -5.76484 2.36825 1.95002
H -4.37427 1.25490 1.87296
H -5.76483 0.88148 2.92673
H -8.12145 0.84857 1.30650
H -8.39859 -0.61426 -1.00310
H -6.40617 -0.83965 -3.01120
H -6.29967 -2.33660 -2.03698
H -4.86083 -1.31060 -2.25781
*
```

Summary:
**Gap between HOMO and LUMO**: 5.70 eV


5.
Formula: C6H15NO
Source: the OMol25 dataset
Level of theory: ωB97M-V with the def2-TZVPD basis set

ORCA input file:
```
! wB97M-V def2-TZVPD RIJCOSX def2/J DEFGRID3
* xyz 1 2
C -1.45062 0.52323 0.33430
C -0.75029 1.78661 0.61193
C -0.80535 2.81731 -0.29934
O 1.15636 0.42584 -2.40587
C -0.61169 -0.59083 -0.42063
N 0.57893 -0.73277 0.48018
C 0.24530 -1.66095 1.55583
C 1.71732 -1.44343 -0.25825
H -1.86249 0.11703 1.25697
H -2.38699 0.64969 -0.27811
H -1.54039 2.72355 -1.10545
H -0.53112 2.02838 1.65121
H 0.65374 1.36861 -0.30865
H -0.24731 3.74907 -0.17563
H 0.62891 0.43916 -3.22989
H -1.01585 -1.60941 -0.31694
H 0.02549 -0.17472 -1.34169
H -0.57374 -1.26838 2.21422
H -0.01055 -2.62541 1.08984
H 1.02656 -1.78208 2.32578
H 1.96760 -0.76228 -1.08593
H 1.31767 -2.29775 -0.80941
H 2.46851 -1.68048 0.51555
*
```

Summary:
**Gap between HOMO and LUMO (spin up / spin down)**: 7.37 / 5.98 eV


6.
Formula: C21H42FIN7O9P
Source: the OMol25 dataset
Level of theory: ωB97M-V with the def2-TZVPD basis set

ORCA input file:
```
! wB97M-V def2-TZVPD RIJCOSX def2/J DEFGRID3
* xyz 0 1
C 5.11176 -4.06565 2.64546
C 4.45902 -2.64761 2.87387
C 5.45582 -1.44851 2.98010
N 3.17115 -2.60401 2.99809
C 2.51902 -1.60494 2.15223
N 2.22750 -2.06108 0.77244
C 1.66033 -0.91519 0.09849
N 2.16086 -0.63547 -1.06953
C 3.22154 -1.49010 -1.67522
C 2.59422 -2.74463 -2.41599
C 3.67352 -3.72302 -2.99501
I 2.67403 -5.52980 -3.74319
C 1.73979 0.53996 -1.90474
O 1.43262 0.25486 -3.07023
O 1.67738 1.70675 -1.43496
N 0.63427 -0.02924 0.61568
P -0.93852 -0.31339 -0.10089
N -1.59169 1.10548 -0.32901
O -0.83210 -1.13012 -1.52972
O -1.98309 -1.09810 0.95672
C 0.58342 0.02374 2.09283
F 1.40210 1.11298 2.51346
C 1.13279 -1.24163 2.82576
C 0.12822 -2.43390 2.92943
O -0.87207 -2.25190 3.94292
C -1.71570 -3.39744 3.85338
O -1.14516 -4.53533 4.50382
C -1.58675 -5.76730 3.93544
C -0.45125 -6.60801 3.25529
O 0.21458 -5.93893 2.17091
H 5.67318 -4.11037 1.68125
H 5.81586 -4.21870 3.52113
H 4.33500 -4.86900 2.75651
H 5.16034 -0.57818 2.32191
H 6.45237 -1.79018 2.59253
H 5.53774 -1.03025 4.01686
H 3.07739 -0.62860 2.05656
H 1.62137 -2.88620 0.74122
H 3.70617 -0.87895 -2.48996
H 4.03229 -1.75084 -0.95346
H 2.04816 -2.31393 -3.30662
H 1.80623 -3.25081 -1.79378
H 4.20092 -3.30948 -3.89854
H 4.43452 -4.04355 -2.23041
H -1.79871 1.25777 -1.31740
H -1.28616 -0.59618 -2.20842
H -2.35758 -0.33961 1.45797
H -0.43850 0.25340 2.49902
H 1.38220 -0.94043 3.88674
H 0.71946 -3.35146 3.22717
H -0.28399 -2.65527 1.90707
H -1.94171 -3.65287 2.78311
H -2.71148 -3.17960 4.34314
H -1.97563 -6.39617 4.79310
H -2.43520 -5.67917 3.20750
H -0.95885 -7.51878 2.81339
H 0.31067 -7.01068 3.97717
H 1.08332 -5.65552 2.50099
C -1.50367 6.16333 -2.08331
O -2.52095 5.64911 -2.51666
N -0.40126 5.49396 -1.68403
C 0.77159 6.17659 -1.17936
C -0.38948 4.04112 -1.76267
H -1.40612 7.25748 -1.98183
H 1.62775 5.93566 -1.81370
H 0.97095 5.84075 -0.15906
H 0.62206 7.25663 -1.17675
H -0.54872 3.73731 -2.79938
H -1.20202 3.64268 -1.15288
H 0.55969 3.64668 -1.40869
C -7.61622 6.89394 -4.80149
O -7.41021 7.65755 -5.72564
N -6.66358 6.36358 -3.99877
C -6.98668 5.45861 -2.91505
C -5.27244 6.71274 -4.23093
H -8.63586 6.56400 -4.53880
H -6.64392 5.89059 -1.97192
H -6.48104 4.50450 -3.08090
H -8.06194 5.28754 -2.85916
H -5.15465 7.79451 -4.13972
H -4.99253 6.41492 -5.24332
H -4.62772 6.21138 -3.50958
*
```

Summary:
**Gap between HOMO and LUMO**: 7.65 eV


7.
Formula: CH2N2O3S
Source: the OMol25 dataset
Level of theory: ωB97M-V with the def2-TZVPD basis set

ORCA input file:
```
! wB97M-V def2-TZVPD RIJCOSX def2/J DEFGRID3
* xyz 0 1
C -0.12322 -0.01326 -1.24859
N -0.05716 1.07233 -0.62075
N -0.21804 -1.29209 -0.59185
O -1.09630 1.19916 1.83998
O 1.23409 1.07343 1.52750
O -0.20500 -0.94584 1.04712
S -0.03662 0.68217 1.05998
H -0.10776 0.08839 -2.31194
H 0.61001 -1.86429 -0.70146
*
```

Summary:
**Gap between HOMO and LUMO**: 10.23 eV


8.
Formula: C3H5NOS2
Source: the OMol25 dataset
Level of theory: ωB97M-V with the def2-TZVPD basis set

ORCA input file:
```
! wB97M-V def2-TZVPD RIJCOSX def2/J DEFGRID3
* xyz 0 1
C -1.30337 0.29958 -1.07726
C -1.44461 1.07740 0.20282
C 0.76458 -0.46980 0.81833
H -1.47006 -0.77913 -0.91842
H -2.04715 0.66912 -1.81481
H -0.30601 0.41034 -1.48382
H 0.34660 -1.39858 0.53964
H 3.64297 -1.10936 0.50495
N 2.02375 -0.27381 0.84381
O 2.69978 -1.39576 0.44069
S -2.63256 2.16130 0.46894
S -0.27391 0.80870 1.47512
*
```

Summary:
**Gap between HOMO and LUMO**: 8.56 eV


9.
Formula: H8O4
Source: the OMol25 dataset
Level of theory: ωB97M-V with the def2-TZVPD basis set

ORCA input file:
```
! wB97M-V def2-TZVPD RIJCOSX def2/J DEFGRID3
* xyz 0 1
O -2.09000 -1.19626 1.86561
H -1.54090 -0.86686 1.14424
H -2.64990 -1.86873 1.46485
O -0.24639 -0.12861 -0.51517
H 0.33089 0.26451 -1.19302
H -1.08775 0.33241 -0.60919
O 1.12505 1.53242 -2.41714
H 1.74635 1.62591 -3.14663
H 0.82693 2.42701 -2.21814
O 1.50123 -0.92761 1.76908
H 0.80105 -0.57322 1.20083
H 1.28343 -0.62097 2.65467
*
```

Summary:
**Gap between HOMO and LUMO**: 10.95 eV


10.
Formula: C15H6Cl4N2O7SeTi
Source: the OMol25 dataset
Level of theory: ωB97M-V with the def2-TZVPD basis set

ORCA input file:
```
! wB97M-V def2-TZVPD RIJCOSX def2/J DEFGRID3
* xyz -2 1
Ti 0.88224 -0.30706 0.23770
O -1.03356 -0.09552 -3.36563
C -0.73229 -0.10804 -2.19227
O 0.46879 -0.12893 -1.69069
C -1.78527 -0.11807 -1.09907
C -3.15910 -0.08991 -1.23793
C -3.93332 -0.14732 -0.08867
C -3.32821 -0.24558 1.16136
C -1.94916 -0.27941 1.20891
N -1.23590 -0.19877 0.09861
C -1.06210 -0.45159 2.42747
O -1.52925 -0.60251 3.53674
O 0.19668 -0.42678 2.10532
H -3.59648 -0.01526 -2.22285
H -5.01233 -0.11499 -0.16257
H -3.89512 -0.29447 2.07925
Cl 3.19412 -6.73442 -0.11338
C 3.09520 -5.00664 0.00410
C 4.25136 -4.24819 0.08397
Cl 5.80796 -5.01479 0.06635
C 4.16401 -2.85117 0.17914
Cl 5.58683 -1.86785 0.28179
C 2.92958 -2.22939 0.19367
O 2.73004 -0.92652 0.28119
C 1.74183 -3.00133 0.10997
O 0.63667 -2.31054 0.13197
C 1.83980 -4.38425 0.01748
Cl 0.37713 -5.30434 -0.08032
Se -4.08874 3.39135 0.07863
C -3.66474 5.12610 0.42469
N -3.39856 6.23529 0.64793
C 2.00550 2.35150 1.25434
O 1.35927 1.39177 0.48243
H 1.63389 2.32355 2.28331
H 1.82046 3.34621 0.84087
H 3.08411 2.16381 1.26310
*
```

Summary:
**Gap between HOMO and LUMO**: 5.99 eV


DFT total energy values, unit eV, following the record order: -48876.0590; -9841.9271; -314897.3180; -173714.7334; -9987.7089; -71419.9648; -21023.6982; -28397.8097; -8319.9300; -171525.6456.